Record 1
C23H49BrN2O3P | wB97M-V/def2-TZVPD

The geometry in XYZ format:
```
79
Properties=species:S:1:pos:R:3:forces:R:3
C 0.74187 -5.58026 -1.11899 -0.6 0.5 0.1
C -0.58737 -4.76377 -0.98885 1.3 0.2 0.7
C -0.70785 -4.21542 0.45870 -1.1 -0.6 -0.2
C -2.15597 -3.74808 0.76239 0.6 0.1 -0.7
C -2.42907 -2.38691 0.10374 0.0 0.5 0.6
C -1.70805 -1.19646 0.81126 -0.5 -0.7 -1.1
C -2.36042 0.10297 0.31698 0.3 0.1 1.1
C -1.84126 1.38445 1.02007 -0.5 -0.1 -1.5
C -2.80041 2.54512 0.65307 0.0 -0.4 0.9
C -2.65310 3.82174 1.52485 0.0 -0.8 -0.1
C -1.24295 4.08530 2.06932 0.0 1.1 -0.2
C -0.21674 4.58937 1.02419 -0.2 0.0 0.7
C -0.70011 5.77007 0.13793 0.8 -0.4 -0.7
C -0.48051 5.49617 -1.39321 0.2 0.6 0.7
C 0.60082 6.43999 -2.00076 -0.2 -1.0 -0.9
C 1.96519 5.72632 -2.18318 -0.3 0.6 0.6
C 2.81690 5.69887 -0.87740 -0.4 0.2 -0.5
C 3.85236 6.85543 -0.80937 0.4 -1.2 -0.4
N 3.75347 7.56820 0.51289 0.2 0.6 -0.3
O 4.92271 8.35732 0.76611 0.6 -0.1 -0.4
C 5.36586 8.12501 1.97190 -1.0 0.9 -3.2
N 5.70140 7.95828 3.02718 1.3 -0.7 3.7
P 2.25510 8.63590 0.63178 -2.8 0.2 -0.1
O 2.57847 9.50321 1.95580 0.7 -0.4 -0.9
Br 2.29635 10.02325 -1.13277 0.7 -0.4 0.7
H 0.53948 -6.64593 -1.26037 0.1 0.2 -0.1
H 1.28946 -5.46628 -0.17639 0.1 -0.1 -0.3
H 1.35863 -5.18736 -1.93279 0.0 -0.3 0.1
H -1.44219 -5.39843 -1.23676 0.0 0.3 0.0
H -0.52277 -3.88606 -1.64147 -0.4 -0.4 -0.2
H -0.44191 -5.02745 1.14899 0.0 0.2 0.0
H -0.01325 -3.38028 0.60993 0.0 -0.3 0.0
H -2.31999 -3.72316 1.84690 -0.1 0.2 -0.2
H -2.84639 -4.48621 0.33179 0.1 0.1 0.2
H -2.15251 -2.37906 -0.95896 0.0 -0.2 0.2
H -3.50424 -2.15433 0.13099 0.2 -0.2 0.0
H -1.81748 -1.36899 1.88934 0.1 0.4 -0.1
H -0.64322 -1.21587 0.54498 -0.1 0.1 0.3
H -2.22674 0.21252 -0.76755 0.0 -0.1 0.2
H -3.44057 0.01881 0.50485 0.2 0.0 -0.1
H -0.86723 1.59635 0.55233 0.1 0.0 0.6
H -1.74269 1.22379 2.09768 0.0 0.1 -0.1
H -3.81499 2.15996 0.82942 0.1 0.2 -0.2
H -2.72620 2.72195 -0.42751 0.1 0.2 0.2
H -3.31306 3.71156 2.39583 0.1 0.0 -0.2
H -3.06334 4.66354 0.95445 0.2 0.0 0.2
H -0.82444 3.22964 2.60826 -0.2 0.0 -0.2
H -1.33650 4.88180 2.82670 0.0 -0.2 -0.1
H 0.65867 4.94257 1.59841 -0.1 -0.2 -0.1
H 0.14511 3.73340 0.43905 -0.2 0.3 -0.2
H -0.06462 6.63171 0.38390 -0.3 0.0 0.0
H -1.72700 6.08498 0.33537 0.1 -0.3 0.1
H -0.14073 4.46279 -1.52951 -0.1 0.1 0.0
H -1.41383 5.58025 -1.95883 0.1 0.1 0.2
H 0.25570 6.72504 -3.00381 0.2 0.1 0.2
H 0.72094 7.37073 -1.43573 -0.1 -0.1 0.0
H 2.48929 6.23689 -3.00155 0.3 -0.3 0.2
H 1.80804 4.68550 -2.47869 -0.1 0.2 -0.2
H 3.30383 4.71999 -0.83717 0.3 0.4 0.2
H 2.15013 5.74384 -0.00289 0.0 -0.1 -0.2
H 4.85243 6.40871 -0.83789 0.0 0.4 0.2
H 3.78828 7.55642 -1.64346 -0.2 0.2 0.4
H 3.66873 6.84241 1.24109 0.1 0.1 0.1
H 1.81993 10.08631 2.14537 0.2 -0.1 0.2
C 1.51846 -11.14178 0.07375 0.0 0.0 -0.1
C 0.27579 -10.48083 0.64640 0.1 -0.1 0.0
O -0.38925 -9.62493 -0.26642 0.0 0.3 0.0
C -0.86312 -10.22503 -1.46006 0.0 -0.1 0.0
C -1.86674 -11.34173 -1.22908 0.0 0.0 0.1
H 2.22554 -10.38635 -0.27438 0.0 0.0 0.0
H 2.00515 -11.75450 0.83392 0.0 0.0 0.0
H 1.28435 -11.78749 -0.77365 0.0 -0.1 0.1
H 0.56477 -9.85468 1.49151 -0.1 0.1 -0.1
H -0.41870 -11.23115 1.03925 0.0 -0.1 0.0
H -0.02171 -10.57605 -2.06771 0.0 -0.1 0.0
H -1.34335 -9.42678 -2.02819 0.1 0.1 0.1
H -1.43462 -12.17171 -0.66858 0.0 0.0 -0.1
H -2.22310 -11.73231 -2.18329 0.0 0.0 0.0
H -2.72290 -10.97281 -0.66140 0.0 0.0 0.0
```
Forces are in eV/Å.

Total energy: -4155.96786 a.u.
Charge: +1
HOMO energy: -10.57 eV

Record 2
C21H21NO4 | wB97M-V/def2-TZVPD

The geometry in XYZ format:
```
47
Properties=species:S:1:pos:R:3:forces:R:3
C -1.07264 -1.38250 -5.35305 -0.8 -0.7 1.0
N -1.38440 -2.07999 -4.08354 1.0 -0.9 -1.4
C -0.44945 -2.48446 -2.99965 1.1 2.0 -2.7
C -1.05144 -3.81805 -2.70214 -1.4 -1.1 2.2
C -2.62877 -3.65022 -2.88641 1.5 1.2 2.7
C -2.71732 -2.27634 -3.49273 1.6 1.8 0.7
C -2.87223 -1.08723 -2.49715 -0.3 -0.3 -1.1
C -1.79870 -1.20130 -1.37919 -1.0 0.5 -1.9
O -1.84579 0.04590 -0.75821 -1.4 0.0 1.6
C -1.00972 0.39976 0.22097 2.1 3.4 -0.4
C -0.65092 1.78922 0.02298 0.7 -0.9 1.4
C 0.32715 2.39361 0.75779 -0.2 -1.1 0.8
C 0.98457 1.65135 1.82760 -0.7 1.8 -0.8
C 1.82028 2.47083 2.69808 0.9 -2.8 0.6
C 2.27893 1.90013 3.87184 -0.2 2.6 -1.2
C 3.00284 2.88853 4.84332 -0.1 -1.1 -0.9
C 3.48384 4.27142 4.61799 -1.5 -0.6 -2.5
C 3.92115 4.80954 5.73829 0.4 -2.4 0.8
O 3.95357 3.77288 6.64397 -1.1 -0.6 2.2
C 3.28443 2.64911 6.13806 0.6 1.5 -0.8
C 1.93079 0.47273 4.12049 0.4 -0.5 3.4
O 2.24014 -0.04267 5.21417 -1.0 0.7 -3.5
O 1.17441 -0.30982 3.16900 0.7 0.9 0.8
C 0.61585 0.31073 2.08894 0.2 2.7 -1.0
C -0.33157 -0.27619 1.20959 -0.2 -1.9 0.7
C -0.42939 -1.27447 -1.99979 0.0 -3.5 0.5
H -1.69190 -0.51534 -5.36797 0.1 1.6 0.0
H -0.01348 -1.19873 -5.58853 -0.4 0.1 0.8
H -1.46211 -1.87856 -6.23156 0.0 -1.0 -0.2
H 0.60138 -2.67802 -3.39683 -1.2 0.5 0.3
H -0.65623 -4.51570 -3.42190 0.2 -0.3 0.0
H -0.83669 -4.16290 -1.65269 -0.1 0.0 -1.0
H -3.05187 -3.62727 -1.83499 -0.1 -0.5 -1.4
H -3.18517 -4.22612 -3.58069 0.0 -1.6 -0.1
H -3.53875 -2.35537 -4.14976 -0.7 0.8 -1.3
H -2.74211 -0.16833 -3.12968 0.2 -0.6 0.8
H -3.90425 -1.04167 -2.14369 0.1 0.0 0.6
H -2.10156 -2.05502 -0.76224 0.5 0.2 0.4
H -1.13663 2.38045 -0.69561 -0.8 0.3 -1.0
H 0.48303 3.47145 0.56595 0.4 -0.8 0.4
H 2.22994 3.40641 2.31063 -0.7 0.0 0.4
H 3.44152 4.82346 3.70352 -0.2 0.1 -0.5
H 4.26147 5.79390 6.00746 0.2 -0.2 0.2
H 2.93126 1.78043 6.68413 0.9 0.4 0.6
H -0.53989 -1.33317 1.32549 0.0 -0.1 0.2
H 0.29797 -1.50960 -1.23613 0.4 0.1 0.5
H -0.16152 -0.33282 -2.43614 0.0 0.3 -0.7
```
Forces are in eV/Å.

Total energy: -1168.39503 a.u.
HOMO energy: -7.75 eV
SMILES: CN1[C@@H]2CC[C@H]1C[C@H](Oc1ccc3cc(-c4ccoc4)c(=O)oc3c1)C2

Record 3
C41H42I2N2O2PtSi3 | wB97M-V/def2-TZVPD

The geometry in XYZ format:
```
93
Properties=species:S:1:pos:R:3:forces:R:3
Pt 1.19331 0.26351 0.28974 -0.3 0.1 -0.9
I 5.36730 -6.30586 -1.43724 0.0 0.0 0.0
C 4.00451 -4.83552 -0.84942 0.0 -0.1 0.0
C 2.90041 -5.17219 -0.08183 0.1 0.0 0.0
C 2.01026 -4.18463 0.29391 -0.1 0.0 -0.1
I 0.36394 -4.71723 1.45065 -0.1 0.1 0.0
C 2.12474 -2.82713 -0.10716 0.0 0.1 -0.3
O 1.20815 -1.96329 0.17132 0.0 -0.1 0.6
C 3.29543 -2.52787 -0.86849 0.1 0.1 0.1
C 3.60233 -1.11390 -1.27772 -0.1 -0.1 0.0
N 3.48023 -0.16879 -0.15270 -0.2 0.3 0.2
C 4.16900 -0.55131 1.07051 0.0 0.0 0.0
C 3.51805 -0.02448 2.33426 0.0 -0.1 0.0
C 4.21020 -0.08162 3.54041 0.0 0.0 0.0
C 3.59039 0.34352 4.69765 0.0 0.0 0.0
C 2.30043 0.85524 4.61705 0.0 0.0 0.0
C 1.69051 0.90157 3.38109 0.0 0.0 0.0
N 2.28126 0.44652 2.26942 0.0 0.1 0.2
C 4.20536 -3.51632 -1.21431 0.0 0.0 0.0
H 2.73820 -6.19381 0.23264 0.0 0.0 0.0
H 4.61455 -1.09023 -1.69899 0.0 0.0 0.0
H 2.90476 -0.77053 -2.04485 0.1 0.0 0.1
H 3.77624 0.75465 -0.44042 0.1 -0.1 -0.1
H 4.16640 -1.64194 1.13142 0.0 0.0 0.0
H 5.21956 -0.23869 1.06381 0.0 0.0 0.0
H 5.22201 -0.46706 3.55609 0.0 0.0 0.0
H 4.10585 0.29194 5.64740 0.0 0.0 0.0
H 1.77800 1.21160 5.49355 0.0 0.0 0.0
H 0.70576 1.33415 3.25162 0.0 -0.1 0.0
H 5.08973 -3.24253 -1.77801 0.0 0.0 0.0
C 3.24927 2.99800 0.26656 0.0 0.0 -0.1
Si 1.52589 2.43520 -0.34753 0.3 0.0 0.4
C 1.59373 2.58174 -2.22584 -0.1 -0.1 -0.1
C 0.34710 3.79272 0.23103 -0.1 0.1 0.1
C 0.85710 5.09756 0.27074 0.0 0.0 0.1
C 0.12895 6.15834 0.78180 0.0 0.0 0.0
C -1.14678 5.93467 1.27868 0.0 0.0 0.0
C -1.69041 4.66551 1.19118 -0.1 -0.1 0.0
C -0.97448 3.58527 0.65427 0.0 -0.1 -0.1
Si -2.09664 2.13465 0.24410 0.0 0.2 0.2
C -3.11334 2.79549 -1.17502 0.0 -0.1 -0.1
C -3.16104 1.74077 1.73531 -0.1 0.0 0.0
H 3.22457 4.02245 0.63931 0.1 0.0 0.0
H 3.99228 2.97440 -0.53773 0.0 0.0 0.0
H 3.61198 2.38118 1.09000 0.0 0.0 0.0
H 1.86191 3.60889 -2.48955 0.0 0.0 0.0
H 0.62823 2.36427 -2.68766 0.0 0.1 0.0
H 2.33621 1.91116 -2.66711 0.0 0.0 0.0
H 1.85707 5.29420 -0.10089 -0.1 0.0 0.0
H 0.55705 7.15286 0.79989 0.0 0.0 0.0
H -1.71827 6.74809 1.70758 0.0 0.0 0.0
H -2.71136 4.51351 1.53071 0.0 0.0 0.0
H -3.72298 3.62957 -0.81875 0.0 0.0 0.0
H -3.77395 2.06097 -1.63415 0.0 0.0 0.0
H -2.44370 3.18807 -1.94472 0.0 0.0 0.0
H -4.16819 2.14509 1.61016 0.0 0.0 0.0
H -2.73828 2.17748 2.64214 0.0 0.0 0.0
H -3.25136 0.66604 1.89669 0.0 0.0 0.0
O -1.28301 0.75149 -0.24569 0.4 0.0 -0.1
Si -1.94752 -0.71951 -0.71961 -0.1 -0.1 0.1
C -2.28291 -1.66900 0.85327 0.1 -0.1 0.0
C -3.26543 -2.66054 0.90542 0.0 0.0 0.0
C -3.60099 -3.27579 2.10393 0.0 0.0 0.0
C -2.96880 -2.89442 3.27791 0.1 0.0 0.0
C -1.97417 -1.92626 3.24338 0.0 0.0 0.0
C -1.62915 -1.33300 2.03988 0.0 0.0 0.0
C -0.76083 -1.45747 -1.93135 0.0 -0.1 -0.1
C 0.11265 -0.65236 -2.66214 -0.2 0.1 -0.1
C 1.01937 -1.21267 -3.55329 -0.1 0.0 -0.1
C 1.06255 -2.58910 -3.71862 0.0 0.0 0.0
C 0.18448 -3.40194 -3.01069 0.0 0.0 0.0
C -0.72452 -2.83772 -2.13084 0.1 0.0 0.1
C -3.60013 -0.50170 -1.57511 0.0 0.0 0.0
C -3.68327 -0.52210 -2.96939 0.0 0.0 0.0
C -4.90516 -0.39763 -3.61679 0.0 0.0 0.0
C -6.07041 -0.25671 -2.87751 0.0 0.0 0.0
C -6.01058 -0.23192 -1.49021 0.0 0.0 0.0
C -4.78709 -0.35316 -0.84952 0.0 0.0 0.0
H -3.79175 -2.94616 0.00138 0.0 0.0 0.0
H -4.37113 -4.03639 2.12561 0.0 0.0 0.0
H -3.24383 -3.35828 4.21686 0.0 0.0 0.0
H -1.47009 -1.63378 4.15641 0.0 0.0 0.0
H -0.85192 -0.57722 2.02096 0.1 0.0 0.0
H 0.06796 0.42632 -2.54958 0.0 -0.1 0.0
H 1.69158 -0.57695 -4.11837 0.0 0.0 0.0
H 1.77985 -3.02915 -4.40006 0.0 0.0 0.0
H 0.22033 -4.47678 -3.13608 0.0 0.0 0.0
H -1.38428 -3.48344 -1.56136 0.0 0.0 0.0
H -2.77972 -0.63849 -3.55709 0.0 0.0 0.0
H -4.95023 -0.42242 -4.69815 0.0 0.0 0.0
H -7.02526 -0.17481 -3.38114 0.0 0.0 0.0
H -6.91857 -0.12843 -0.90951 0.0 0.0 0.0
H -4.75542 -0.32841 0.23450 0.0 -0.1 0.0
```
Forces are in eV/Å.

Total energy: -3430.89764 a.u.
HOMO energy (spin up / spin down): -6.99 / -6.99 eV

Record 4
C32H38FN2O2PSiV | wB97M-V/def2-TZVPD

The geometry in XYZ format:
```
78
Properties=species:S:1:pos:R:3:forces:R:3
V -1.64178 1.02623 0.74447 -0.8 -0.5 3.0
C -1.46423 4.43901 2.95674 -0.4 -0.2 0.3
Si -2.40568 2.92498 3.67079 0.3 0.6 0.4
C -4.14144 3.39390 4.21935 0.0 -0.2 0.0
C -1.36240 1.96686 4.92930 -0.1 0.2 0.1
N -2.71098 1.80863 2.27088 2.1 -1.2 -1.5
C -3.77596 0.94276 2.11966 0.8 -0.2 -1.0
C -4.37016 0.08572 3.09175 -0.2 0.4 0.0
C -5.49970 -0.69152 2.77947 1.0 0.5 0.4
C -5.94366 -0.72350 1.45489 0.3 0.7 -0.3
C -5.27239 -0.00761 0.43270 -0.3 -0.4 -0.7
C -4.21424 0.76559 0.78242 1.0 0.2 0.5
F -3.21885 1.46347 -0.26548 -2.6 -1.0 0.7
H -1.84687 5.39139 3.39960 0.2 -0.8 -0.2
H -1.63268 4.51364 1.86975 0.1 0.0 0.3
H -0.38361 4.39015 3.17257 -0.4 0.0 -0.1
H -4.09635 4.10653 5.06018 0.0 -0.3 -0.3
H -4.73430 2.51775 4.54317 0.3 0.4 -0.1
H -4.69206 3.87346 3.39369 0.2 -0.1 0.3
H -0.60705 2.63864 5.39361 -0.5 -0.4 -0.3
H -0.82520 1.12125 4.45212 -0.3 0.4 0.3
H -2.01165 1.59004 5.74574 0.4 0.0 -0.4
H -3.88387 0.11344 4.08040 -0.6 -0.1 -0.4
H -5.99820 -1.26133 3.58206 0.3 0.3 -0.7
H -6.83441 -1.27734 1.19328 0.1 -0.1 -0.1
H -5.56823 -0.05756 -0.60653 -0.2 -0.2 0.0
C 5.68189 -2.74571 -3.24535 0.2 -0.2 -0.3
C 4.21133 -2.55264 -3.51793 0.0 -0.2 -0.4
C 3.77212 -2.75351 -4.83041 -0.1 0.2 0.1
C 2.41988 -2.62910 -5.14102 -0.2 0.1 -0.5
C 1.49034 -2.35913 -4.13710 0.0 -0.3 0.1
C 1.91462 -2.18356 -2.81990 1.2 -0.8 -0.7
N 0.95986 -2.08830 -1.79662 -0.9 0.7 0.6
C 0.86343 -2.90296 -0.69195 -0.8 1.0 0.3
C 1.44021 -4.16439 -0.60129 0.7 -0.7 0.1
C 1.41564 -4.90728 0.59259 -0.2 0.2 -0.7
C 0.72798 -4.43675 1.72312 0.4 -0.2 0.2
C 0.15302 -3.18834 1.65329 -0.4 -0.2 0.5
C 0.16673 -2.44078 0.47148 -0.8 1.8 0.7
C -0.57582 -1.13095 0.61480 1.6 -2.9 -1.0
O -1.02932 -0.49306 -0.39042 -0.6 1.1 -0.8
O -0.81771 -0.55600 1.72535 -0.6 1.4 0.5
C 3.29380 -2.21422 -2.51298 -0.4 -0.3 -0.5
C 3.80329 -1.95861 -1.14166 0.3 0.4 0.9
H 6.16335 -3.12484 -4.16306 -0.1 0.2 0.5
H 5.90190 -3.46046 -2.43974 -0.2 0.2 -0.2
H 6.16781 -1.80849 -2.98301 0.1 0.1 0.1
H 4.52422 -2.99908 -5.59766 -0.6 0.1 0.4
H 2.08610 -2.76990 -6.18271 0.1 0.0 0.7
H 0.41453 -2.37346 -4.32196 0.3 0.0 -0.1
H 0.33127 -1.28299 -1.84124 0.3 -0.6 0.1
H 1.95047 -4.54259 -1.49752 -0.2 0.1 0.5
H 1.92080 -5.88319 0.62066 -0.3 0.5 -0.1
H 0.67053 -5.02553 2.64880 0.1 0.3 -0.6
H -0.36929 -2.75241 2.51746 0.3 -0.4 -0.4
H 4.18479 -2.87128 -0.64683 -0.1 0.4 -0.2
H 3.02667 -1.52464 -0.49078 0.3 -0.2 -0.2
H 4.63144 -1.23033 -1.18539 -0.2 -0.3 0.1
C 0.99889 3.93017 0.49104 -0.9 0.3 0.7
P 0.48131 2.14096 0.43105 2.1 2.0 -0.5
C 1.97622 1.38479 1.17007 -0.5 -0.7 0.1
C 0.51466 1.98897 -1.35828 -0.8 -0.5 -0.9
C 1.52183 1.29032 -2.00978 0.1 -0.2 -0.4
C 1.41924 1.05064 -3.39323 0.2 -0.3 0.4
C 0.26242 1.38943 -4.09047 -0.1 0.3 -0.2
C -0.77384 2.06852 -3.43330 0.3 0.3 0.3
C -0.61853 2.43748 -2.09998 0.4 -0.5 0.7
H 1.90341 4.05789 -0.12002 -0.2 -0.4 0.2
H 1.18179 4.24855 1.52948 0.0 -0.1 -0.4
H 0.22465 4.57484 0.05187 0.2 -0.2 0.2
H 2.88841 1.94452 0.92185 -0.4 -0.1 -0.1
H 2.04853 0.33780 0.84328 0.1 0.2 0.2
H 1.84288 1.39589 2.25962 0.1 0.0 -0.2
H 2.39111 0.93236 -1.44275 -0.3 0.1 -0.4
H 2.23190 0.51550 -3.89367 -0.3 0.3 0.1
H 0.18441 1.18939 -5.17307 0.0 0.0 0.8
H -1.68448 2.35416 -3.94814 0.2 0.0 -0.1
H -1.35470 3.06772 -1.59311 -0.1 -0.2 -0.2
```
Forces are in eV/Å.

Total energy: -3176.38696 a.u.
Charge: +2
HOMO energy (spin up / spin down): -12.49 / -12.49 eV
2S+1: 2